C4H9N2 | ωB97M-V/def2-TZVPD

Structure (XYZ):
```
15
Properties=species:S:1:pos:R:3
C 2.059 0.299 -0.305
C 0.477 -0.185 0.622
C -1.034 -0.329 0.503
C -1.815 0.203 -0.757
N 1.264 0.978 0.518
N 1.399 -0.803 -0.312
H 2.826 0.635 -0.952
H 0.658 -0.655 1.579
H -1.327 -1.492 0.665
H 1.476 -1.565 -1.010
H -1.369 0.269 1.300
H -1.443 -0.161 -1.663
H -1.762 1.342 -0.890
H -2.836 -0.205 -0.548
H 1.427 1.671 1.248
```

Output
Total energy (Eh): -267.0055
Lowest unoccupied orbital energy (eV): -3.982
ΔE to the lowest compared entry with this formula, charge and spin (kcal per mole): 58.8
Orbital gap (eV): 11.88
Total charge: +1
2S+1: 1
Max |F| (eV/A): 4.71
Molar mass (g mol⁻¹): 85.13